No. 1
Density functional theory data (ωB97M-V/def2-TZVPD) for a 2-piece molecular cluster, CH6ClN3 overall in a non-equilibrium geometry.

Each line ends with the Löwdin charge.
Element x y z (Å)
H (3.015, 0.811, -1.005)  0.02
N (2.994, -0.004, -0.437)  0.00
N (1.836, -0.086, 0.024)  -0.04
H (1.555, -0.932, 0.612)  0.07
C (-1.108, -0.538, -0.084)  -0.25
N (-1.627, 0.883, -0.005)  -0.54
Cl (-2.912, 0.978, 1.174)  0.48
H (-1.856, -1.061, -0.739)  0.08
H (-0.274, -0.543, -0.770)  0.02
H (-0.801, -1.030, 0.881)  0.07
H (-0.821, 1.523, 0.347)  0.08

Summary:
SMILES ... [H]/N=N/[H].CNCl
M ... 95.5 g/mol
Energy ... -18123.6041 eV
Net charge ... 0
Lowest unoccupied orbital energy ... 0.32 eV
Largest force on an atom ... 3.62 eV/A
Energy above the lowest of the compared OMol25 structures with the same formula, charge and spin ... 0.0 kcal per mole
HOMO level ... -9.38 eV


No. 2
Density functional theory data (ωB97M-V/def2-TZVPD) for a 3-piece molecular cluster, C2H5Cl3N3 overall in a non-equilibrium geometry.

Each line ends with the Löwdin charge.
Element x y z (Å)
C (-0.485, -0.791, 2.649)  -0.35
C (-2.880, 0.184, 0.102)  -1.81
N (-1.124, -0.252, 3.520)  0.23
N (-0.093, -1.184, 1.568)  0.22
N (3.225, 0.644, -3.397)  0.25
Cl (-3.231, -0.678, 1.485)  0.65
Cl (-2.900, 1.855, 0.174)  0.62
Cl (-2.485, -0.662, -1.239)  0.64
H (-0.701, 0.356, 4.109)  0.06
H (0.534, -1.990, 1.253)  0.15
H (2.759, 1.111, -4.163)  0.08
H (3.280, 1.169, -2.365)  0.20
H (4.100, 0.238, -3.696)  0.07

Summary:
M ... 177.4 g/mol
Energy ... -44179.3223 eV
Net charge ... +1
Expectation value of S² ... 2.02
Lowest unoccupied orbital energy (spin up / spin down) ... -3.36 / -10.27 eV
Largest force on an atom ... 4.23 eV/A
Spin multiplicity ... 3
Energy above the lowest of the compared OMol25 structures with the same formula, charge and spin ... 0.0 kcal per mole
HOMO level (spin up / spin down) ... -10.17 / -12.36 eV